ORCA calculation (ωB97M-V/def2-TZVPD) on a structure of composition C28H89CdLiN31O19.

XYZ file:
```
169
Properties=species:S:1:pos:R:3:forces:R:3:lowdin_charge:R:1
Li -3.4863 -22.8793 -0.6309 0.095 0.696 0.517 0.567
Cd -6.7625 -22.4758 -2.6186 -0.400 0.101 0.650 1.461
O -6.6529 -24.5198 -3.2871 -1.231 0.013 -0.783 -0.426
C -5.6014 -25.1558 -2.6818 1.201 -1.267 0.754 -0.412
C -4.4263 -24.1945 -2.5542 -0.385 0.166 -1.405 -0.366
O -4.8277 -23.0660 -1.8130 0.408 0.126 -1.051 -0.474
H -5.2583 -26.0515 -3.3130 -0.454 0.796 0.897 0.109
H -5.7753 -25.4857 -1.5904 -0.305 0.010 -1.313 0.118
H -4.1595 -24.0007 -3.7082 0.156 -0.012 2.280 0.122
H -3.6364 -24.6790 -1.9770 0.452 -0.328 -0.650 0.082
C -1.2263 -24.3975 -0.7920 1.652 -0.635 -1.657 -0.614
O -1.8802 -23.7051 -0.0129 -0.577 -0.239 1.062 -0.077
N -0.5062 -25.5093 -0.4180 -0.697 0.932 0.236 0.187
N -1.1117 -24.0333 -2.1078 0.142 -0.597 0.973 0.208
H -0.1788 -26.1624 -1.1159 0.077 0.228 -0.240 0.064
H -0.6354 -25.8487 0.5159 -0.222 0.081 0.143 0.106
H -0.5596 -24.5873 -2.7386 0.074 -0.254 -0.160 0.068
H -1.3973 -23.1143 -2.3727 -0.304 0.322 0.046 0.078
C -5.4562 -27.8309 -7.6349 -0.116 2.513 0.269 -0.703
O -5.4817 -26.6229 -8.0097 0.666 -0.810 0.308 -0.059
N -5.1528 -28.1743 -6.3874 0.556 -0.913 2.495 0.180
N -5.7381 -28.8146 -8.4556 -1.654 -2.801 -1.533 0.167
H -5.4272 -29.1016 -6.0107 0.424 1.040 -0.473 0.111
H -4.6599 -27.5257 -5.7653 -0.668 -0.440 -0.537 0.108
H -6.1290 -28.4667 -9.3374 0.175 -0.596 0.553 0.129
H -6.0919 -29.7568 -8.0654 0.714 2.154 -0.814 0.134
C -1.5576 -25.4103 -5.6550 -1.733 2.140 0.047 -0.672
O -1.2619 -25.8982 -4.5844 0.419 0.285 0.692 0.035
N -2.0468 -24.1507 -5.8855 0.210 0.441 0.682 0.178
N -1.5609 -26.1224 -6.7717 -0.030 -1.044 -2.208 0.172
H -2.1527 -23.8197 -6.8332 0.162 -0.095 0.236 0.099
H -2.0217 -23.4467 -5.1672 -0.018 0.013 0.102 0.064
H -2.2835 -26.0136 -7.4817 0.395 0.132 0.399 0.112
H -1.4000 -27.0427 -6.4873 0.255 -1.910 -0.311 0.090
C -5.5131 -23.4806 -6.8293 -1.464 0.722 0.051 -0.637
O -5.8397 -22.2735 -6.5546 1.053 -1.669 0.121 -0.088
N -5.8124 -24.5498 -6.0637 0.576 0.128 -0.424 0.157
N -5.0010 -23.7354 -8.0843 0.049 0.852 0.865 0.166
H -5.6356 -25.4194 -6.6316 -0.361 0.289 1.173 0.069
H -6.1174 -24.4416 -5.0503 0.282 -0.291 -1.037 0.078
H -4.7011 -22.8451 -8.4187 0.312 0.148 -0.936 0.091
H -4.5466 -24.5806 -8.4031 -0.368 -0.063 0.366 0.078
C -4.6699 -21.0605 1.6255 0.651 -1.580 -0.726 -0.586
O -4.3316 -22.0932 0.9821 -0.201 0.949 1.136 -0.106
N -3.9364 -20.6871 2.7738 0.638 -0.551 -1.114 0.139
N -5.7785 -20.3999 1.2321 -0.270 1.263 0.716 0.175
H -3.7287 -19.6923 2.8124 -0.114 -0.243 0.263 0.093
H -3.0635 -21.2807 2.8717 -1.593 1.122 -0.401 0.131
H -6.3643 -20.8743 0.5133 0.696 0.558 0.763 0.097
H -6.0441 -19.4685 1.6376 0.277 -1.754 -0.638 0.143
C -5.9407 -19.4406 -2.4176 1.251 0.129 -1.945 -0.597
O -6.8874 -20.2488 -2.6436 -0.312 0.426 0.695 -0.132
N -4.7983 -19.9016 -1.8504 -1.256 -0.918 0.386 0.180
N -5.9959 -18.1870 -2.9277 -0.997 -0.548 0.411 0.206
H -4.9016 -20.9241 -1.6954 0.950 0.952 0.027 0.056
H -3.8910 -19.5551 -2.1235 -0.029 0.052 -0.016 0.073
H -5.2014 -17.5732 -3.0371 -0.097 -0.325 0.262 0.119
H -6.8583 -17.9780 -3.4488 0.640 0.069 -0.074 0.088
C -6.0255 -32.7909 -3.5647 -0.872 -1.174 -0.727 -0.647
O -5.0935 -32.0433 -3.7210 0.713 0.727 0.250 0.035
N -7.3062 -32.3723 -3.2118 0.639 1.115 -0.091 0.135
N -5.9385 -34.1716 -3.8396 1.492 1.174 -0.457 0.131
H -8.0226 -33.0648 -3.4182 -0.109 0.894 0.191 0.096
H -7.4623 -31.3097 -3.2093 0.176 -2.573 0.059 0.120
H -4.9918 -34.5425 -4.1096 -1.654 0.749 0.733 0.133
H -6.5346 -34.7474 -3.2994 -0.292 -0.799 0.321 0.070
C -3.2014 -20.2545 -4.6901 -0.456 1.758 -0.687 -0.678
O -2.6758 -19.3607 -4.0239 0.303 0.283 0.184 -0.017
N -3.8281 -19.9676 -5.8565 1.588 3.109 -0.300 0.187
N -3.2065 -21.5338 -4.3181 -1.189 -2.375 0.489 0.176
H -4.4607 -20.5377 -6.3303 -1.087 -1.337 -0.611 0.029
H -3.6757 -18.9958 -6.2229 -0.412 -1.644 0.747 0.142
H -3.2155 -21.6415 -3.2952 0.180 -0.123 -0.436 0.063
H -3.9365 -22.0948 -4.8038 0.762 0.438 0.594 0.091
C -8.8755 -26.0632 -6.9561 -1.759 -0.566 -0.705 -0.602
O -9.6499 -26.8324 -7.5739 0.988 1.080 0.830 -0.032
N -8.6832 -24.7783 -7.4047 -1.128 -2.240 -0.281 0.195
N -8.3257 -26.3808 -5.7531 -0.321 -1.038 0.847 0.188
H -9.0698 -24.5657 -8.2954 -0.066 0.055 -0.445 0.105
H -8.0651 -24.1731 -6.9820 1.441 1.344 0.973 0.040
H -8.4981 -27.2009 -5.1504 -0.357 0.227 -1.337 0.087
H -7.4959 -25.9654 -5.4361 0.942 1.112 0.131 0.033
C -9.8520 -22.9933 -3.3166 -1.844 -0.539 -1.873 -0.637
O -9.0670 -22.3443 -2.6270 0.165 0.131 0.206 -0.067
N -9.5557 -24.1733 -3.9199 0.679 -1.542 0.190 0.161
N -11.1158 -22.5299 -3.6429 1.447 -0.936 0.925 0.174
H -8.6232 -24.5583 -3.7334 -0.137 0.295 0.073 0.041
H -10.2033 -24.9261 -4.2379 0.395 1.557 0.399 0.133
H -11.5818 -22.9185 -4.4317 -0.229 -0.067 -0.300 0.098
H -11.3166 -21.6127 -3.3555 -0.384 1.089 0.215 0.091
C -7.4597 -18.8161 -6.0341 -0.031 -0.780 3.039 -0.633
O -7.7046 -17.8131 -5.3010 0.545 -1.491 -1.964 -0.038
N -6.9189 -18.7823 -7.2641 -0.245 -0.413 -0.187 0.160
N -7.5988 -20.0850 -5.5074 -0.595 1.314 -0.351 0.166
H -6.7918 -17.8333 -7.5194 0.313 0.424 -1.271 0.098
H -6.7932 -19.6363 -7.8348 -0.113 1.381 0.544 0.127
H -7.7064 -20.0721 -4.5130 -0.180 -0.329 0.381 0.047
H -7.3330 -20.9251 -5.9828 0.373 -0.181 -0.108 0.044
C -1.4634 -20.6815 -1.0916 1.912 0.378 1.715 -0.628
O -2.4320 -21.3248 -1.4744 -0.865 -0.347 -0.555 -0.077
N -0.8228 -21.0773 0.0828 -0.676 -0.407 -0.508 0.168
N -0.9796 -19.5984 -1.7106 0.341 1.656 -1.117 0.183
H -1.1417 -22.0216 0.3152 0.385 0.315 0.272 0.061
H 0.0448 -20.7409 0.4985 -0.565 0.065 -0.727 0.111
H -0.0973 -19.1688 -1.4536 -0.404 -0.422 0.287 0.114
H -1.4315 -19.1427 -2.5298 0.064 -1.225 0.686 0.094
C -7.2997 -23.7733 0.2688 -0.060 0.517 -0.440 -0.663
O -7.1571 -22.6605 -0.2569 -0.103 0.570 -0.150 -0.090
N -8.4151 -24.4720 0.0555 0.111 -2.972 1.617 0.196
N -6.2829 -24.3044 0.9918 -0.459 1.479 -1.834 0.209
H -8.4851 -25.3876 0.5414 -0.167 1.113 -0.777 0.130
H -9.2137 -24.1182 -0.4032 -0.496 0.728 -0.396 0.095
H -6.4223 -24.9219 1.7382 0.074 -0.699 1.035 0.093
H -5.5891 -23.5666 0.9139 0.929 -0.422 1.045 0.069
C -8.5734 -30.1261 -6.4846 -1.327 0.410 -0.549 -0.575
O -7.3585 -30.3123 -6.5169 -0.606 -0.250 0.182 -0.008
N -9.3405 -30.4436 -5.3448 2.972 -1.602 -0.009 0.137
N -9.2958 -29.5704 -7.5793 -2.214 0.231 3.829 0.140
H -10.3157 -30.4445 -5.3738 -1.632 0.310 -0.404 0.080
H -8.9861 -31.2864 -4.8187 -0.340 1.503 -0.984 0.108
H -8.6599 -29.1235 -8.1451 1.781 1.099 -1.777 0.025
H -9.9794 -28.7509 -7.2954 1.569 -2.114 -0.543 0.128
C -9.0220 -28.0209 -2.7440 -0.415 -1.593 -1.773 -0.686
O -10.1275 -28.4723 -3.0300 -0.177 0.563 0.827 0.014
N -8.7452 -27.0329 -1.8947 2.622 1.084 0.010 0.180
N -7.9428 -28.5181 -3.4576 -0.473 0.076 -0.390 0.158
H -7.8658 -26.5186 -2.1175 -1.097 -0.383 0.576 0.095
H -9.4629 -26.5207 -1.4655 -1.035 0.476 0.274 0.077
H -6.9955 -28.5886 -3.1538 0.579 0.193 0.707 0.061
H -8.2624 -29.2841 -4.0293 0.027 -0.055 -0.196 0.036
C -5.1547 -30.7548 0.5098 -0.407 -0.981 0.373 -0.023
C -5.3554 -29.2463 0.2166 1.412 -0.838 -0.170 -0.506
C -4.6837 -28.2946 1.2587 -0.836 -0.556 -0.852 -0.119
C -3.1466 -28.2097 1.1518 -0.203 -0.141 1.181 -0.149
C -2.6105 -27.9245 -0.2445 -0.744 1.852 0.121 -0.155
C -3.2917 -28.7599 -1.2738 -1.318 -0.931 -2.346 -0.531
N -4.7683 -28.8414 -1.0996 -0.885 0.229 -0.015 -0.035
O -5.3996 -29.5642 -2.2044 -0.134 2.277 1.274 -0.057
C -3.0834 -28.1576 -2.6907 -0.324 0.815 0.828 -0.016
C -2.6024 -30.0912 -1.3598 -0.009 -1.460 0.594 -0.034
C -6.8264 -28.9256 0.2532 -0.191 0.227 -1.644 -0.056
H -5.2808 -31.4401 -0.3700 -0.636 0.851 0.527 0.088
H -5.8386 -31.0858 1.3454 0.547 0.266 -0.982 0.104
H -4.1622 -31.0700 0.8073 0.450 0.528 0.419 0.057
H -5.2100 -27.3497 1.0363 0.722 0.144 0.162 0.101
H -5.0769 -28.6020 2.2547 0.732 0.106 -0.450 0.131
H -2.7296 -29.1931 1.3912 -0.122 0.111 0.670 0.103
H -2.8739 -27.4580 1.9450 0.414 -0.761 -0.919 0.125
H -1.5797 -28.2168 -0.4565 0.321 0.429 0.905 0.119
H -2.7017 -26.8262 -0.4338 -0.111 -0.834 -0.240 0.117
H -3.3420 -28.7842 -3.5484 0.033 -0.244 0.417 0.088
H -3.7497 -27.2994 -2.6772 0.190 0.377 -0.458 0.058
H -2.0449 -27.8376 -2.7734 -0.017 0.131 -0.145 0.073
H -2.3366 -30.5347 -0.3829 -0.204 0.072 -0.413 0.091
H -3.2119 -30.7990 -1.9357 0.263 -0.097 0.193 0.083
H -1.6923 -29.9559 -1.9242 0.437 -0.101 -0.091 0.087
H -6.9384 -27.9328 -0.2057 -0.298 -0.242 0.272 0.066
H -7.2341 -28.9593 1.2329 -0.079 0.216 1.159 0.075
H -7.4402 -29.6385 -0.2973 0.150 0.005 -0.371 0.086
H -4.9979 -30.4084 -2.2926 0.702 -1.621 -0.238 0.007
C 2.4376 -27.4265 -3.7366 0.164 -0.519 -0.264 -0.077
C 1.9473 -26.3128 -2.8632 0.439 0.507 1.386 -0.284
O 0.5286 -26.2899 -2.8040 1.129 0.938 1.958 -0.141
H 2.1292 -28.3475 -3.2711 0.103 -0.608 0.209 0.074
H 3.5145 -27.4598 -3.9084 -0.032 0.178 0.311 0.085
H 1.9841 -27.4569 -4.7280 -0.163 0.469 -0.062 0.080
H 2.3291 -25.3284 -3.1449 -0.156 0.018 -0.397 0.113
H 2.2760 -26.4105 -1.7851 -0.063 -0.247 -1.122 0.131
H 0.1368 -26.7636 -3.4930 -0.962 -0.918 -2.029 0.022
```
Forces are in eV/Å.

Properties
- Charge: +1



ORCA calculation (ωB97M-V/def2-TZVPD) on a cluster of 2 separate species, C9H9FNO in total.

XYZ file:
```
21
Properties=species:S:1:pos:R:3:forces:R:3:lowdin_charge:R:1
C -0.7686 -2.9094 1.0969 0.010 0.038 -0.018 -0.040
C 0.2665 -2.8049 2.0184 -0.014 0.110 -0.069 -0.028
C -1.0739 -1.8772 0.2167 0.094 0.141 0.023 0.025
C 1.0502 -1.6577 2.1145 0.002 0.363 -0.215 0.049
C -0.2981 -0.7373 0.3039 0.357 -1.071 0.977 -0.138
C 0.7375 -0.6413 1.2421 -1.309 -1.428 -0.445 -0.159
C 0.7853 1.2873 0.1818 0.274 2.401 -1.104 0.086
C -0.8728 2.2309 -1.9407 0.245 0.779 -0.296 -0.006
C -1.0316 0.9235 -1.3489 0.042 -0.254 0.171 0.042
N -0.2823 0.4855 -0.3820 -0.081 -0.395 0.129 0.033
O 1.3252 0.6030 1.0974 0.531 -0.288 0.686 0.137
F 2.3677 3.7734 -1.4263 0.185 0.121 0.012 -0.083
H -1.3510 -3.8157 1.0629 -0.064 -0.085 -0.020 0.120
H 0.4695 -3.6330 2.6789 0.018 -0.060 0.059 0.123
H -1.8818 -1.9795 -0.4899 -0.088 -0.002 -0.094 0.122
H 1.8527 -1.5692 2.8262 0.116 0.027 0.101 0.135
H -1.1086 2.2062 -3.0057 0.040 -0.094 0.030 0.114
H 0.1079 2.6617 -1.7335 -0.109 -0.026 -0.083 0.071
H -1.6161 2.9106 -1.5000 -0.095 -0.105 0.061 0.136
H -1.8089 0.2545 -1.7143 0.064 -0.051 0.146 0.165
H 3.1312 4.2886 -1.2985 -0.217 -0.122 -0.053 0.096
```
Forces are in eV/Å.

Properties
- Relative energy (zero: lowest compared OMol25 entry of this formula, charge and spin): 0.0 kJ/mol
- Charge: +1



Number 1: orbital gap 8.770 eV, HOMO energy -10.3 eV. Number 2: orbital gap 7.938 eV, HOMO energy -13.7 eV.